Entry 1:
{"formula": "C18H38N4O8Tl", "method": "ωB97M-V/def2-TZVPD", "species": ["Tl", "N", "O", "O", "O", "N", "O", "O", "O", "C", "C", "C", "C", "C", "C", "N", "O", "C", "C", "C", "H", "H", "H", "H", "H", "H", "H", "H", "H", "H", "H", "H", "H", "H", "H", "H", "H", "H", "H", "C", "C", "C", "C", "C", "C", "N", "O", "C", "C", "C", "H", "H", "H", "H", "H", "H", "H", "H", "H", "H", "H", "H", "H", "H", "H", "H", "H", "H", "H"], "coordinates": [[8.276, -4.091, -11.492], [9.755, -2.009, -10.728], [9.020, -1.705, -11.686], [10.211, -3.083, -10.723], [9.877, -1.245, -9.821], [6.267, -5.069, -9.240], [6.183, -4.450, -8.185], [5.801, -6.217, -9.417], [6.841, -4.564, -10.152], [11.920, -6.170, -12.876], [11.233, -4.988, -12.187], [12.282, -4.044, -11.764], [12.661, -2.931, -12.760], [11.430, -2.227, -13.296], [10.420, -3.282, -13.865], [10.085, -4.351, -12.852], [9.172, -5.283, -13.395], [9.066, -2.567, -14.163], [11.015, -3.849, -15.171], [10.783, -5.698, -10.872], [12.411, -5.990, -13.832], [11.265, -6.988, -13.176], [12.750, -6.646, -12.354], [12.072, -3.405, -10.906], [13.254, -4.495, -11.563], [13.338, -3.248, -13.553], [13.365, -2.394, -12.125], [11.681, -1.497, -14.066], [11.003, -1.640, -12.482], [8.559, -3.225, -14.868], [8.495, -2.321, -13.268], [9.281, -1.627, -14.672], [12.031, -4.199, -15.353], [10.417, -4.735, -15.383], [10.964, -3.143, -16.000], [9.835, -6.212, -11.028], [10.543, -5.050, -10.030], [11.493, -6.457, -10.543], [9.786, -5.762, -13.957], [7.123, -1.038, -12.864], [6.622, -1.812, -14.136], [7.287, -1.373, -15.522], [6.902, -2.282, -16.663], [7.406, -3.673, -16.340], [6.659, -4.133, -14.989], [6.897, -3.196, -13.832], [6.626, -3.760, -12.571], [5.176, -4.547, -15.348], [7.336, -5.459, -14.623], [5.097, -1.511, -14.115], [6.595, -1.157, -11.918], [7.286, 0.038, -12.911], [8.161, -1.315, -12.676], [6.893, -0.377, -15.722], [8.373, -1.301, -15.571], [7.449, -1.989, -17.559], [5.836, -2.056, -16.693], [8.469, -3.559, -16.132], [7.087, -4.403, -17.083], [5.086, -5.484, -15.896], [4.496, -4.701, -14.510], [4.721, -3.691, -15.846], [6.747, -5.982, -13.869], [7.414, -6.017, -15.556], [8.324, -5.252, -14.212], [4.798, -1.839, -13.119], [4.677, -1.963, -15.013], [4.835, -0.455, -14.044], [5.680, -3.702, -12.723]], "mulliken_charge": [2.6846, 0.3307, -0.2879, -0.3238, -0.7153, 0.7684, -0.5283, -0.5543, -0.5450, -1.6878, 1.7080, -1.5183, -0.9498, -1.1579, 1.0818, 0.3053, -0.2141, 1.2713, -1.4586, -2.1519, 0.3199, 0.5708, 0.4861, 0.4442, 0.4717, 0.4024, 0.5416, 0.6256, 0.4712, -1.0115, -2.7819, 0.3137, 0.3745, 0.4313, 0.3691, 0.3414, 0.3542, 0.5901, 0.5556, -0.9052, 1.3511, -0.5788, -0.8474, -0.5284, 0.6028, 0.0092, -0.1892, -1.5007, -1.2095, -1.4860, 0.3322, 0.3480, 0.1679, 0.7293, -0.1729, 0.5819, 0.3386, -0.0485, 0.5743, 0.4222, 0.3364, 0.3757, 0.3850, 0.6438, -0.4659, 0.3950, 0.3012, 0.3900, 0.7205], "total_charge": 1, "homo_lumo_gap_ev": 5.78}


Entry 2:
{"formula": "C18H38N5OPSSbSe5Tc", "method": "ωB97M-V/def2-TZVPD", "species": ["Tc", "Se", "Sb", "Se", "Se", "Se", "C", "N", "C", "N", "C", "N", "C", "P", "C", "C", "H", "H", "H", "H", "H", "H", "H", "H", "H", "H", "H", "H", "C", "C", "C", "C", "N", "C", "S", "N", "C", "C", "C", "C", "H", "H", "H", "H", "H", "H", "H", "H", "H", "H", "H", "H", "H", "H", "H", "H", "H", "H", "H", "H", "C", "C", "C", "O", "H", "H", "H", "H", "H", "H", "Se"], "coordinates": [[2.233, -0.504, 0.892], [6.871, -1.136, -1.018], [4.768, -1.235, -1.958], [3.110, -2.545, -0.328], [3.255, 0.855, -0.568], [3.655, -1.356, -3.994], [-2.464, -3.168, 1.542], [-1.504, -3.819, 0.655], [-0.841, -4.896, 1.387], [-0.214, -4.458, 2.631], [-1.210, -3.792, 3.461], [-1.873, -2.681, 2.786], [-0.982, -1.560, 2.562], [0.413, -2.097, 1.464], [-0.553, -2.871, 0.103], [0.935, -3.613, 2.390], [-3.231, -3.900, 1.801], [-2.939, -2.337, 1.015], [-0.090, -5.363, 0.745], [-1.594, -5.644, 1.637], [-0.738, -3.434, 4.380], [-1.973, -4.525, 3.727], [-0.577, -1.199, 3.516], [-1.521, -0.739, 2.078], [0.125, -3.375, -0.604], [-1.081, -2.078, -0.437], [1.398, -3.310, 3.339], [1.692, -4.154, 1.806], [-2.307, 5.254, -0.054], [-0.889, 5.098, -0.582], [-0.824, 4.566, -2.011], [-1.530, 3.235, -2.226], [-1.071, 2.229, -1.254], [-0.144, 1.279, -1.275], [0.141, 0.650, 0.349], [0.508, 0.826, -2.328], [0.372, 1.156, -3.754], [-0.902, 0.641, -4.400], [-0.894, -0.850, -4.713], [-0.969, -1.736, -3.484], [-2.312, 5.722, 0.927], [-2.828, 4.301, 0.046], [-2.904, 5.876, -0.716], [-0.304, 4.452, 0.084], [-0.383, 6.064, -0.558], [0.217, 4.476, -2.329], [-1.297, 5.279, -2.689], [-1.375, 2.876, -3.237], [-2.609, 3.314, -2.084], [-1.370, 2.440, -0.307], [1.157, 0.071, -2.123], [1.248, 0.698, -4.222], [0.504, 2.228, -3.874], [-1.037, 1.204, -5.323], [-1.765, 0.874, -3.770], [0.002, -1.094, -5.297], [-1.739, -1.067, -5.368], [-0.033, -1.732, -2.922], [-1.177, -2.767, -3.752], [-1.767, -1.403, -2.817], [2.178, 2.615, 3.060], [1.895, 1.239, 3.544], [1.662, 0.982, 4.989], [1.877, 0.284, 2.755], [3.043, 3.008, 3.596], [1.342, 3.266, 3.315], [2.358, 2.628, 1.986], [1.102, 1.795, 5.449], [2.639, 0.955, 5.478], [1.167, 0.029, 5.145], [3.950, -2.023, 1.735]], "mulliken_charge": [0.1379, -0.3067, 0.7524, -0.1949, -0.4627, -0.2923, -0.9648, 0.1443, -0.9969, 0.1739, -0.9346, 0.1700, -0.9364, 3.0282, -0.8180, -1.2314, 0.3056, 0.3833, 0.3943, 0.3093, 0.3896, 0.3081, 0.3272, 0.5573, 0.5180, 0.0694, 0.3937, 0.5677, -1.2164, -0.3579, -0.6153, -0.7552, -0.0797, 0.6910, -0.6440, 0.4344, -1.2015, -0.4025, -0.9386, -0.7221, 0.3810, 0.2813, 0.3199, 0.1606, 0.4012, 0.2183, 0.4388, 0.2467, 0.4356, 0.2845, 0.0272, 0.3880, 0.4011, 0.4875, 0.3659, 0.3362, 0.3746, 0.0142, 0.5190, 0.2574, -1.1068, 0.8132, -1.2727, -0.5959, 0.4096, 0.3706, 0.1341, 0.4092, 0.3605, 0.3215, -0.1661], "e_above_lowest_kcal_mol": 50.4, "total_charge": 2, "homo_lumo_gap_ev": [4.97, 4.99]}


Entry 3:
{"formula": "C18H38N9O4S", "method": "ωB97M-V/def2-TZVPD", "species": ["C", "C", "N", "C", "C", "C", "S", "C", "N", "N", "C", "O", "C", "N", "C", "N", "N", "H", "H", "H", "H", "H", "H", "H", "H", "H", "H", "H", "H", "H", "H", "H", "H", "H", "C", "C", "O", "N", "C", "H", "H", "H", "H", "H", "H", "H", "C", "C", "O", "N", "C", "H", "H", "H", "H", "H", "H", "H", "C", "C", "O", "N", "C", "H", "H", "H", "H", "H", "H", "H"], "coordinates": [[0.206, -4.161, 1.564], [-0.925, -3.358, 0.948], [-1.435, -2.360, 1.901], [-2.419, -1.416, 1.416], [-2.167, 0.050, 1.786], [-1.284, 0.788, 0.771], [0.304, 1.462, 1.285], [1.256, 0.032, 1.555], [1.635, -0.886, 0.731], [2.421, -1.773, 1.458], [2.450, -1.314, 2.659], [1.740, -0.187, 2.812], [-3.809, -1.885, 2.038], [-4.536, -2.437, 0.855], [-3.708, -2.449, -0.184], [-3.796, -3.255, -1.232], [-2.691, -1.497, -0.074], [-0.100, -4.620, 2.505], [0.534, -4.938, 0.875], [1.069, -3.523, 1.761], [-0.610, -2.910, 0.002], [-1.735, -4.060, 0.701], [-0.635, -1.855, 2.269], [-3.143, 0.540, 1.794], [-1.769, 0.120, 2.801], [-1.785, 1.702, 0.455], [-1.117, 0.177, -0.116], [2.964, -1.749, 3.500], [-4.410, -1.111, 2.510], [-3.618, -2.709, 2.721], [-5.064, -3.287, 1.026], [-3.509, -2.896, -2.132], [-4.030, -4.231, -1.155], [-3.153, -0.604, -0.268], [-0.332, 1.277, -3.090], [-1.818, 1.047, -2.916], [-2.280, -0.033, -2.563], [-2.635, 2.104, -3.149], [-2.272, 3.448, -3.556], [0.189, 0.352, -2.862], [-0.083, 1.582, -4.106], [-0.008, 2.051, -2.392], [-3.613, 1.897, -3.018], [-2.603, 4.175, -2.813], [-2.734, 3.698, -4.511], [-1.196, 3.530, -3.663], [0.438, 5.213, 0.768], [-1.040, 4.917, 0.725], [-1.484, 3.785, 0.897], [-1.878, 5.950, 0.490], [-1.546, 7.347, 0.267], [0.972, 4.289, 0.965], [0.781, 5.622, -0.183], [0.667, 5.928, 1.559], [-2.852, 5.689, 0.478], [-2.010, 7.974, 1.028], [-1.903, 7.672, -0.710], [-0.472, 7.491, 0.308], [7.309, -4.079, -1.259], [7.329, -2.591, -0.989], [8.273, -1.890, -1.305], [6.239, -2.055, -0.373], [5.029, -2.720, 0.074], [8.241, -4.342, -1.750], [7.225, -4.645, -0.331], [6.476, -4.348, -1.910], [6.316, -1.062, -0.223], [4.157, -2.298, -0.423], [4.905, -2.596, 1.148], [5.082, -3.781, -0.151]], "mulliken_charge": [-1.1667, -0.2373, -0.3943, 1.6309, -1.6768, -0.4368, -0.2357, 0.1957, -0.2476, -0.1632, 0.0323, -0.2250, -1.3289, -0.1197, 0.0385, -0.3256, -0.2807, 0.3577, 0.4110, 0.1448, 0.2768, 0.3076, 0.2843, 0.5091, 0.5728, 0.2754, 0.4809, 0.4237, 0.3630, 0.4405, 0.3142, 0.2561, 0.2480, 0.3073, -1.4024, 0.8579, -0.6491, -0.1403, -0.8522, 0.3113, 0.4551, 0.3427, 0.2270, 0.2550, 0.3154, 0.3233, -1.2045, 0.7923, -0.5867, -0.1887, -0.8917, 0.0982, 0.3623, 0.4105, 0.2321, 0.3016, 0.2872, 0.3441, -1.1767, 0.7261, -0.6371, -0.1495, -0.6106, 0.2968, 0.3345, 0.3342, 0.1994, 0.2173, 0.1527, 0.2802], "e_above_lowest_kcal_mol": 0.0, "total_charge": 1, "homo_lumo_gap_ev": 7.60}


Entry 4:
{"formula": "C18H38O", "method": "ωB97M-V/def2-TZVPD", "species": ["C", "C", "C", "C", "C", "C", "C", "C", "C", "C", "C", "C", "C", "C", "C", "C", "C", "C", "O", "H", "H", "H", "H", "H", "H", "H", "H", "H", "H", "H", "H", "H", "H", "H", "H", "H", "H", "H", "H", "H", "H", "H", "H", "H", "H", "H", "H", "H", "H", "H", "H", "H", "H", "H", "H", "H", "H"], "coordinates": [[-8.686, -1.340, 0.609], [-7.736, -2.378, 0.021], [-6.267, -2.101, 0.341], [-5.724, -0.846, -0.339], [-4.231, -0.660, -0.083], [-3.690, 0.605, -0.746], [-2.197, 0.798, -0.492], [-1.676, 2.078, -1.143], [-0.166, 2.266, -0.994], [0.273, 2.471, 0.455], [1.701, 3.005, 0.580], [2.783, 2.101, -0.013], [2.877, 0.739, 0.671], [4.055, -0.101, 0.171], [5.402, 0.383, 0.706], [6.595, -0.376, 0.124], [6.690, -1.824, 0.601], [7.896, -2.538, -0.012], [7.833, -2.620, -1.416], [-9.719, -1.625, 0.421], [-8.542, -1.261, 1.684], [-8.519, -0.362, 0.165], [-8.000, -3.361, 0.419], [-7.867, -2.415, -1.063], [-5.672, -2.959, 0.018], [-6.147, -2.006, 1.423], [-5.899, -0.916, -1.416], [-6.257, 0.033, 0.028], [-3.686, -1.528, -0.462], [-4.054, -0.606, 0.994], [-3.870, 0.552, -1.823], [-4.234, 1.472, -0.364], [-1.648, -0.059, -0.890], [-2.022, 0.835, 0.584], [-2.190, 2.938, -0.706], [-1.922, 2.054, -2.208], [0.133, 3.140, -1.578], [0.342, 1.395, -1.414], [0.184, 1.535, 1.007], [-0.399, 3.194, 0.925], [1.755, 3.977, 0.085], [1.920, 3.164, 1.639], [3.739, 2.620, 0.085], [2.599, 1.958, -1.079], [1.954, 0.186, 0.487], [2.969, 0.880, 1.751], [3.897, -1.135, 0.484], [4.071, -0.082, -0.921], [5.412, 0.290, 1.795], [5.523, 1.440, 0.464], [7.514, 0.140, 0.411], [6.540, -0.362, -0.967], [5.783, -2.368, 0.326], [6.783, -1.851, 1.688], [7.987, -3.545, 0.424], [8.813, -1.986, 0.204], [7.000, -3.041, -1.660]], "mulliken_charge": [-1.1565, -0.4677, -0.5566, -0.5035, -0.7572, -0.7902, -0.4255, -0.9132, -0.4566, -0.5150, -1.1143, -0.4088, -0.3956, -0.6354, -0.4437, -0.6299, -0.4650, -0.6715, -0.5032, 0.3608, 0.2868, 0.3068, 0.3266, 0.3018, 0.3493, 0.2966, 0.2950, 0.2778, 0.3478, 0.3271, 0.3707, 0.3343, 0.2891, 0.2920, 0.3315, 0.3566, 0.3456, 0.2552, 0.1902, 0.4506, 0.3863, 0.3706, 0.3401, 0.2120, 0.2405, 0.2947, 0.2968, 0.2521, 0.2605, 0.2862, 0.3607, 0.2818, 0.2516, 0.3059, 0.3115, 0.3457, 0.3201], "e_above_lowest_kcal_mol": 1.6, "total_charge": 0, "homo_lumo_gap_ev": 11.09, "smiles": "CCCCCCCCCCCCCCCCCCO"}